148
Properties=species:S:1:pos:R:3:forces:R:3:lowdin_charge:R:1 method="wB97M-V/def2-TZVPD" homo_lumo_gap_ev=9.164 energy_ha=-2909.9112 spin_multiplicity=1
Li 1.2743 -1.1577 0.1687 0.7929 0.3878 0.2345 0.5934
O 0.5574 0.5172 -0.1089 0.3052 0.5997 -0.1948 -0.3734
H 0.5435 1.3069 -0.6751 0.2229 -0.4123 0.2598 -0.0115
C 0.0811 -6.0561 3.4022 0.3136 -1.1666 -1.0869 -0.0608
C -0.8634 -5.0536 3.9739 -1.1842 -0.9191 2.0667 -0.4590
C -0.5459 -3.6242 3.6433 0.8985 0.6707 1.1624 -0.1502
O 0.7821 -3.2469 4.0991 -0.0784 -0.8790 -2.7081 -0.2248
C 1.1032 -3.3482 5.4241 -1.3371 0.8977 2.5303 -0.1390
N -2.2159 -5.3312 3.4979 -0.3036 -0.5314 -0.7396 0.0446
H 0.0714 -6.0678 2.2966 0.2507 0.5048 0.3772 0.0932
H -0.1382 -7.0984 3.6231 -0.8606 -0.0744 0.3808 0.0767
H 1.0738 -6.0206 3.8004 0.8198 0.7683 -0.0295 0.0682
H -0.8617 -5.1598 5.1056 0.2898 0.1982 -0.9704 0.1494
H -1.2529 -2.9245 4.1562 0.1576 -0.5236 -0.5736 0.1362
H -0.5382 -3.5073 2.5574 -0.0269 0.2912 0.0898 0.1136
H 2.0355 -2.8398 5.5898 0.5675 0.1923 -0.1562 0.0795
H 1.1827 -4.3308 5.9652 -0.3172 0.3878 -1.0970 0.1028
H 0.3362 -2.7187 5.9513 0.5232 -0.6370 0.2951 0.1105
H -2.8557 -4.6090 3.7413 -0.5546 0.7808 0.3158 0.0530
H -2.6552 -6.1914 3.8377 0.7077 0.2791 -0.0868 0.0933
C 5.4003 1.1659 -5.2381 0.4401 0.5343 -2.6593 -0.0766
C 6.2311 1.4091 -4.0438 -0.6321 -0.5406 0.7130 -0.4494
C 5.4774 2.3018 -3.0746 0.2486 0.5029 -0.6233 -0.2225
O 4.3016 1.6568 -2.5956 0.4616 0.8454 0.0012 -0.1838
C 3.7626 2.4798 -1.5731 2.6668 0.4120 0.6292 -0.0994
N 6.6303 0.1124 -3.4895 1.8311 1.4083 0.6984 0.0584
H 4.7267 1.9649 -5.5327 0.0001 0.3715 0.2883 0.0832
H 4.8043 0.3171 -5.1273 -1.1787 -1.4795 0.4202 0.0346
H 5.9836 0.9537 -6.1535 0.0686 0.0599 0.4729 0.0947
H 7.1267 1.9312 -4.3129 0.6157 0.4637 -0.1585 0.1287
H 5.1673 3.2416 -3.6403 0.5107 -0.7734 0.8589 0.1452
H 6.2334 2.5422 -2.2872 -0.9632 0.1071 0.0903 0.1317
H 3.5761 3.5106 -1.8844 0.1572 0.0651 -0.2908 0.0862
H 4.5339 2.4902 -0.7328 -1.1124 0.1716 -0.6995 0.1144
H 2.8645 2.0959 -1.2259 -1.6731 -1.0748 0.6443 0.0404
H 5.8740 -0.5068 -3.4150 -1.3010 -0.8079 0.2094 0.0374
H 7.0058 0.2642 -2.5411 -0.2039 -0.3472 -0.6347 0.0882
C -1.1247 6.0356 -3.3615 2.0667 -0.9243 -0.2731 -0.0469
C -1.0598 6.1591 -1.8309 0.0350 0.1210 0.2447 -0.4160
C 0.2351 5.6065 -1.2122 -2.6369 -0.1466 2.1665 -0.2613
O 1.3034 6.2804 -1.6578 0.4237 1.7356 -2.3603 -0.1692
C 2.3063 6.5261 -0.7891 1.3564 0.7395 1.5801 -0.1356
N -1.3109 7.4984 -1.3013 1.3916 -0.5633 0.6706 0.0476
H -0.0549 5.7646 -3.7489 -1.8925 0.9180 0.3255 0.1061
H -1.5102 6.9716 -3.7736 0.2355 -0.2902 -0.2977 0.0651
H -1.7500 5.1851 -3.6592 -0.0518 0.2940 -0.0063 0.0615
H -1.8103 5.5393 -1.4048 -0.8535 -0.6863 0.3347 0.1001
H 0.2740 4.5526 -1.3958 0.2269 -0.8728 -0.3471 0.0982
H 0.1531 5.7196 -0.0870 -0.1267 -0.1022 -0.9472 0.1450
H 2.8346 5.6034 -0.6079 0.9409 -0.3266 0.1009 0.0699
H 2.0269 6.8890 0.2220 -0.5871 -0.1336 -0.3652 0.1011
H 2.9259 7.3357 -1.1883 0.2518 -0.4868 -0.1514 0.0974
H -2.0745 7.9792 -1.6995 -1.0059 0.2732 -0.6530 0.0487
H -0.4887 8.0462 -1.4813 0.3209 0.4545 -0.0141 0.0643
C -0.2213 -0.2738 -3.7195 -0.6571 -1.1306 -2.1134 -0.0432
C 1.0936 -0.6903 -4.4643 -0.8338 -1.1999 0.7905 -0.3819
C 1.4206 0.1910 -5.6945 -0.3761 -1.2667 1.0351 -0.2311
O 0.2754 0.3829 -6.4782 0.0251 0.7796 -0.5964 -0.1898
C 0.6470 1.1288 -7.6719 -1.2436 0.7499 2.0756 -0.0632
N 2.1392 -0.7371 -3.4323 0.6827 0.9858 0.3002 0.0331
H -1.0762 -0.9232 -4.0390 0.7083 0.3584 0.0952 0.0948
H -0.5179 0.6946 -4.0746 -0.0956 0.7812 0.2260 0.0674
H -0.2153 -0.3473 -2.6511 0.5645 0.1293 0.6444 0.0377
H 0.9964 -1.7384 -4.7716 -0.2062 0.1647 -0.3084 0.1292
H 2.2282 -0.2789 -6.3036 -0.1721 0.4253 0.4782 0.1365
H 1.7069 1.1042 -5.2113 0.7232 1.0807 -0.2506 0.1169
H 1.1150 0.4163 -8.2691 0.6662 -0.8802 -1.7830 0.0611
H 1.3642 1.9151 -7.4186 -0.0352 0.0361 0.0387 0.0855
H -0.2580 1.6154 -8.0814 0.4946 -0.6258 0.0244 0.1003
H 2.0432 0.0996 -2.8195 0.4906 -0.6641 -0.7312 0.0873
H 3.0879 -0.7491 -3.8388 -0.6236 0.2611 0.3505 0.0840
C -3.3689 -4.2729 -1.2612 0.0071 -0.4511 -1.5232 -0.0690
C -3.5528 -3.0703 -0.3308 0.7875 -0.9548 -1.6584 -0.4435
C -5.0196 -3.0776 -0.0442 -1.0175 -0.3001 0.5273 -0.2010
O -5.4118 -2.0772 0.9020 -0.1371 -0.3846 -0.6118 -0.2052
C -5.6209 -0.8429 0.2438 -1.2639 0.8550 0.5904 -0.0998
N -2.6558 -3.1739 0.8027 0.3874 0.6143 2.3222 0.0676
H -2.3407 -4.3886 -1.6342 -0.1770 0.0846 0.4190 0.0613
H -3.9814 -4.2206 -2.2174 0.4613 0.2750 1.2300 0.1052
H -3.6748 -5.1936 -0.7768 0.0941 -0.2887 0.2007 0.0751
H -3.2138 -2.2521 -0.9991 -0.3832 0.3011 0.9345 0.1437
H -5.3005 -4.1046 0.3478 0.1834 1.2426 -0.1275 0.1523
H -5.5617 -2.9301 -0.9996 0.0421 -0.0872 0.4207 0.1330
H -4.9302 -0.6821 -0.5639 0.8138 0.1501 -0.0260 0.0509
H -5.5751 -0.0419 1.0197 0.1591 -0.5284 -0.7331 0.1053
H -6.6112 -0.7615 -0.2749 0.3383 -0.3996 0.6492 0.1026
H -2.7217 -4.0245 1.4053 -0.2154 0.2241 -1.2034 0.0870
H -2.8643 -2.4475 1.5364 0.0764 -0.4017 -1.2733 0.0975
C 1.9501 -3.6089 -1.0423 -1.4005 1.7222 -0.0076 -0.1833
C 0.4126 -3.2913 -1.0999 0.8953 -0.1545 -0.8551 -0.2213
O 0.0772 -2.4701 -0.0074 -0.6525 -0.8010 0.3323 -0.1677
O 2.6745 -2.3553 -1.0066 -0.7754 0.0270 -1.4460 -0.1389
H 2.1259 -4.2730 -1.8871 0.6858 0.1599 -0.1960 0.1156
H 2.2639 -4.0560 -0.1093 -0.4236 -0.5417 0.1813 0.1137
H -0.1142 -4.2500 -1.1180 -0.1833 0.0581 0.3260 0.1093
H 0.0992 -2.7382 -2.0424 0.7863 -0.6933 0.6886 0.1315
H -0.8369 -2.6839 0.2745 -0.3616 0.1483 0.1256 0.0488
H 2.4467 -1.8688 -1.8559 0.3878 -0.4645 0.5653 0.0552
C 4.2535 -1.0046 2.9148 0.4325 -1.1075 2.6313 -0.3134
C 3.5758 -2.2280 2.4015 -0.2369 -0.1333 -1.6143 -0.2243
O 2.2826 -1.8350 1.9588 -1.0482 -0.2362 -0.2492 -0.1166
O 4.1294 0.1373 2.2046 0.5552 1.1888 -1.7456 -0.0381
H 5.3080 -1.3424 2.9760 -0.1692 0.8200 0.3493 0.1315
H 3.8202 -0.8075 3.9320 0.6451 -0.3755 -0.2451 0.1349
H 3.5215 -2.9953 3.1681 -0.0453 -0.0956 0.1646 0.1187
H 4.1437 -2.6449 1.5328 -0.5776 0.2775 0.4107 0.1309
H 1.5972 -2.1947 2.5451 0.3501 -0.1141 0.1580 0.0676
H 3.2236 0.4863 2.2087 -0.0453 -0.0066 0.1790 0.0478
C -2.5219 1.0549 -0.9727 -1.6630 -0.7618 -0.7104 -0.2743
C -2.5883 2.5016 -0.5732 1.0295 0.3653 -0.8041 -0.2049
O -1.2819 3.0294 -0.3994 -0.3080 0.6069 -1.8828 -0.0592
O -1.9446 0.2131 -0.0278 0.8012 0.4207 0.9432 -0.1509
H -1.9703 0.8907 -1.8988 -0.2507 0.4186 -0.4465 0.1018
H -3.6010 0.7347 -1.0944 1.0280 0.2077 -0.2751 0.1145
H -3.1476 2.5445 0.3429 -0.5187 0.4335 0.4798 0.1173
H -2.9747 3.1603 -1.3738 -0.5222 -0.6281 0.4199 0.1305
H -0.9697 2.8561 0.4505 0.8089 -0.5068 2.3049 0.0386
H -0.9046 0.4614 -0.0184 -0.7158 -0.9834 0.2274 0.0270
C -1.4814 1.2611 3.4208 0.1694 -0.0959 0.1523 -0.2333
C -1.9456 -0.1368 3.2317 -2.2281 -0.9898 -0.3210 -0.1944
O -3.2149 -0.0663 2.5002 0.9717 -0.2835 -1.2965 -0.1398
O -0.1885 1.3237 3.9505 0.0504 0.4103 0.8412 -0.0481
H -2.1224 1.7411 4.1263 -0.5253 0.4692 0.4946 0.1274
H -1.6232 1.7641 2.4620 0.3691 0.2055 -0.1572 0.1169
H -2.2444 -0.7236 4.1168 0.6395 0.6670 0.1287 0.1154
H -1.2398 -0.7338 2.6817 0.5476 -0.2248 -0.4800 0.1069
H -2.9705 -0.0330 1.5228 -0.1298 0.1332 1.1223 0.0724
H 0.4562 1.0564 3.3004 0.5272 0.0607 -0.6508 0.0512
C -6.3177 -2.7932 4.5319 -1.0792 0.0380 0.3208 -0.2643
C -5.9091 -1.3305 4.5879 -0.1209 -0.3629 2.3073 -0.2542
O -4.5244 -1.1491 4.5893 0.4318 0.0424 -0.2702 -0.0732
O -5.7236 -3.5019 3.5077 0.9501 -1.0278 -0.6233 -0.0627
H -7.4127 -2.8998 4.4298 0.0204 0.4553 0.1972 0.1189
H -6.0698 -3.3600 5.4249 0.2423 0.3782 0.4114 0.1169
H -6.3721 -0.8661 5.4919 0.4906 -0.5066 -0.0733 0.1273
H -6.3204 -0.7198 3.8521 -1.0004 0.5976 -1.9870 0.0930
H -4.2793 -0.8612 3.6836 0.1314 -0.1273 0.4764 0.0412
H -5.8657 -3.0428 2.6873 -0.0043 0.4451 -0.7937 0.0420
C 2.1855 3.8349 2.8813 -0.0631 -1.4529 -0.1417 -0.2271
C 2.2382 2.9507 1.6367 0.3013 1.0874 -1.6571 -0.2406
O 1.8221 1.6494 2.0038 0.2876 -0.6228 -0.2888 -0.1384
O 0.8177 4.0757 3.1670 -0.6083 -0.1172 1.0115 -0.0881
H 2.8207 4.7594 2.8104 -0.8784 -0.7863 0.1109 0.1331
H 2.5301 3.1250 3.6446 0.6745 0.6624 0.2495 0.1224
H 3.2253 2.9775 1.0943 -0.4398 -0.3420 0.9642 0.1118
H 1.5524 3.3770 0.8633 0.0524 -0.2261 0.5539 0.1144
H 1.5323 1.1215 1.2028 -0.3861 0.6593 0.0565 0.0477
H 0.4819 3.3693 3.7920 0.6120 0.9324 -1.1181 0.0917